# 1
C3H8NO | ωB97M-V/def2-TZVPD

Structure (SMILES) = CCNC[O-]
F_max = 1.83 eV/Å
Calculated total energy = -6777.16429 eV
Orbital gap = 6.9 eV
Net charge = -1
Energy above the lowest of the compared OMol25 structures with the same formula, charge and spin = 79.9 kJ/mol
LUMO = 4.41 eV

Geometry as XYZ:
```
13
C3H8NO (ωB97M-V/def2-TZVPD)
C 2.26525 -0.20345 -0.49505
C 0.72582 -0.45637 -0.35038
N -0.05827 0.76133 -0.29536
C -1.48756 0.53979 0.53474
O -1.76124 -0.68403 0.79332
H 2.56939 0.78562 -0.85566
H 2.60142 -0.82834 -1.32986
H 2.80782 -0.26311 0.45121
H 0.65100 -0.92451 0.63333
H 0.42636 -1.19958 -1.09756
H -0.26094 0.97415 -1.27172
H -2.17266 1.07237 -0.19307
H -1.30407 1.23320 1.39672
```

# 2
C8H8BN | ωB97M-V/def2-TZVPD

Structure (SMILES) = BN=C=Cc1ccccc1
F_max = 3.62 eV/Å
Calculated total energy = -10589.74133 eV
Orbital gap = 7.8 eV
Energy above the lowest of the compared OMol25 structures with the same formula, charge and spin = 0.0 kJ/mol
LUMO = -0.14 eV

Geometry as XYZ:
```
18
C8H8BN (ωB97M-V/def2-TZVPD)
B -1.45860 1.78927 3.11440
N -1.41209 0.42023 2.89281
C -0.83695 -0.47724 2.31657
C 0.11271 -0.87343 1.44982
C 0.13638 -0.71225 0.02561
C -0.62574 0.27743 -0.71779
C -0.41045 0.50513 -2.04577
C 0.43254 -0.36691 -2.75504
C 1.13259 -1.34277 -2.11307
C 0.98371 -1.55888 -0.74600
H -0.82826 2.15765 3.95146
H -1.93226 2.36305 2.21654
H 0.67016 -1.71901 1.95362
H -1.38305 0.94786 -0.19425
H -1.03457 1.31064 -2.52561
H 0.72360 -0.29134 -3.73430
H 1.83190 -1.97887 -2.65722
H 1.68472 -2.13082 -0.11199
```

# 3
C28H87N21O13 | ωB97M-V/def2-TZVPD

F_max = 4.63 eV/Å
Calculated total energy = -88363.18196 eV
Orbital gap = 9.0 eV
Energy above the lowest of the compared OMol25 structures with the same formula, charge and spin = 126.5 kJ/mol
LUMO = 0.25 eV

Geometry as XYZ:
```
149
C28H87N21O13 (ωB97M-V/def2-TZVPD)
C 11.61255 17.09610 17.58529
O 11.59477 18.18009 16.93416
N 11.06578 16.91495 18.92530
N 12.01436 15.90228 16.98390
H 10.79296 16.04591 19.29654
H 10.63982 17.75766 19.24842
H 12.15071 15.09585 17.58900
H 12.54852 15.78343 16.16418
C 13.91810 11.73506 22.30343
O 13.08816 12.42665 22.90587
N 14.00122 10.40593 22.42470
N 14.77395 12.30293 21.39864
H 13.28988 10.04947 23.07218
H 14.48681 9.76485 21.83119
H 14.83494 13.33112 21.54520
H 15.66924 11.84748 21.36604
C 17.47212 10.86730 15.09096
O 17.06130 10.36081 16.13257
N 17.12452 10.49209 13.77786
N 18.27597 11.99093 15.09026
H 16.54266 9.71409 13.57241
H 16.98933 11.29747 13.16931
H 18.59304 12.31214 16.03253
H 19.00698 11.91886 14.35149
C 15.59594 8.87435 19.31007
O 15.04400 8.93578 20.40818
N 15.09015 8.22005 18.20464
N 16.83453 9.39477 19.06600
H 15.36924 8.57191 17.28799
H 14.15772 7.85796 18.26445
H 17.17149 9.55451 18.08469
H 17.20516 9.96429 19.83396
C 13.31245 17.09151 13.67436
O 13.59695 15.98724 14.16120
N 13.36004 17.26565 12.28265
N 12.89834 18.21100 14.38382
H 12.97235 18.06005 11.83446
H 13.39792 16.35111 11.83540
H 12.82042 19.04746 13.84180
H 12.64718 18.20389 15.34894
C 10.37653 13.77913 20.30625
O 9.52717 14.05500 21.12894
N 10.18819 13.71477 19.00218
N 11.66082 13.37648 20.65806
H 9.27316 13.85339 18.63097
H 10.86579 13.07360 18.59013
H 12.30681 13.40935 19.90948
H 11.93198 13.28202 21.64128
C 14.56249 16.13929 21.37529
O 15.37673 15.25077 21.12454
N 13.46611 15.81094 22.12976
N 14.59502 17.38349 20.84730
H 13.55669 14.95840 22.63515
H 12.65981 16.42395 22.33568
H 13.91607 18.07603 21.14541
H 15.18725 17.52864 20.04951
C 13.75981 12.48967 17.03928
O 12.68267 12.90341 17.50603
N 14.39457 12.99052 15.87534
N 14.45714 11.56489 17.67543
H 15.04211 12.31691 15.53896
H 14.32748 13.96393 15.65493
H 15.32960 11.28021 17.32805
H 14.14629 11.02565 18.44874
C 17.99062 16.19518 16.79041
C 16.78100 16.59334 17.64092
C 16.39277 18.03398 17.25478
O 15.34438 18.39978 18.11168
C 14.50757 19.51914 17.81795
N 15.73089 15.55752 17.63294
H 18.92205 16.74071 17.06417
H 17.76086 16.33829 15.73021
H 18.29092 15.13710 16.87762
H 17.10962 16.68984 18.68384
H 16.00861 18.02539 16.21103
H 17.24081 18.76081 17.27341
H 15.07189 20.42521 18.08570
H 13.65698 19.39849 18.43818
H 14.30128 19.48372 16.77320
H 15.09864 15.83529 16.87598
H 15.20547 15.62162 18.48945
C 11.75793 9.93122 19.03617
C 11.20334 8.59005 19.10765
C 10.34755 8.12398 17.90697
O 9.38444 9.11073 17.59536
C 8.31927 8.55663 16.79918
N 12.26958 7.64771 19.35608
H 11.02119 10.72433 19.26159
H 12.29944 10.09942 18.15077
H 12.49359 9.84552 19.86968
H 10.47931 8.52845 19.91590
H 9.78726 7.17701 18.12675
H 10.93626 7.84774 17.04063
H 8.08739 7.56316 17.16389
H 8.55473 8.53464 15.71318
H 7.47164 9.20250 16.84456
H 12.93729 7.75353 20.11817
H 11.89066 6.71654 19.33565
C 12.32476 13.64883 11.52820
C 11.20658 13.29812 12.57023
C 11.65286 12.11517 13.39320
O 10.66893 11.66362 14.35050
C 11.14364 10.65643 15.12787
N 10.90606 14.47494 13.37733
H 11.96582 14.42215 10.86695
H 12.57106 12.78958 10.91819
H 13.25084 13.94526 12.02634
H 10.34031 12.92648 11.98427
H 12.56187 12.58634 13.86750
H 12.02615 11.30542 12.75446
H 12.03361 11.01480 15.71932
H 11.33422 9.71454 14.62370
H 10.34944 10.44552 15.83888
H 11.71631 14.64951 13.90896
H 10.12811 14.23560 13.98266
C 19.38286 11.80508 19.68447
C 18.10041 12.56942 19.53498
C 18.19133 13.83079 20.38797
O 17.80850 13.44515 21.68748
C 17.99797 14.45287 22.64235
N 17.75701 12.85440 18.12037
H 19.32355 10.88907 19.10261
H 19.43878 11.56294 20.77487
H 20.17769 12.45190 19.27874
H 17.32494 12.02282 20.02308
H 17.42051 14.50121 19.94272
H 19.18019 14.30601 20.33088
H 17.31905 14.27249 23.50076
H 17.67238 15.40933 22.18927
H 19.06166 14.65002 22.93137
H 16.93181 13.44228 18.06135
H 17.47481 11.96016 17.70113
C 15.58557 11.13046 9.30069
C 15.79682 11.54809 10.70396
C 15.99807 13.08011 10.84550
O 16.11559 13.27968 12.24081
C 16.47171 14.62973 12.67921
N 14.62414 11.22262 11.58878
H 15.32432 10.07356 9.16955
H 16.50875 11.44640 8.74739
H 14.74822 11.69643 8.92739
H 16.70365 11.02420 11.09283
H 15.04607 13.55703 10.60543
H 16.88407 13.32751 10.30519
H 16.10291 14.79657 13.67603
H 15.99047 15.29866 11.97801
H 17.54686 14.77676 12.71510
H 14.41672 10.25374 11.39890
H 14.87755 11.42697 12.54212
```

# 4
C23H49N3O13V | ωB97M-V/def2-TZVPD

F_max = 15.51 eV/Å
Calculated total energy = -81400.30190 eV
Orbital gap = 1.0 eV
Net charge = -3
LUMO = 4.59 eV

Geometry as XYZ:
```
89
C23H49N3O13V (ωB97M-V/def2-TZVPD)
O -2.24788 1.65101 -0.11958
V -3.21936 1.34759 -1.39275
O -3.00963 -0.10737 -1.87722
C -6.92148 1.74538 -0.46034
O -6.69698 1.08964 -1.45590
O -7.69758 2.69056 -0.26997
O -5.90921 2.41283 -0.14543
C -2.90888 3.49732 -4.46930
O -3.86311 2.69397 -4.11919
O -3.13081 4.62495 -4.91584
O -2.28582 3.71488 -3.50219
C -3.97710 -6.50854 -1.88358
O -2.73584 -5.92066 -1.33324
C -2.03069 -4.82904 -1.90007
C -2.11180 -4.51145 -3.42159
N -3.50516 -4.13582 -3.78784
C -3.67045 -3.34885 -5.00908
C -4.83453 -4.01337 -5.72731
O -5.11418 -3.24985 -6.86350
C -6.23037 -3.78783 -7.54442
H -3.90301 -6.84278 -2.91843
H -4.80207 -5.82646 -1.67795
H -4.04434 -7.32235 -1.16158
H -1.00480 -5.04436 -1.60126
H -2.19269 -3.85507 -1.43832
H -1.81302 -5.42240 -3.94024
H -1.35548 -3.73952 -3.56382
H -3.84246 -3.59383 -3.00516
H -2.81191 -3.64713 -5.61078
H -3.77751 -2.26772 -4.92074
H -5.65869 -4.11923 -5.02187
H -4.37145 -4.92600 -6.10248
H -6.07315 -4.79572 -7.92852
H -6.59272 -3.28808 -8.44278
H -7.08085 -4.00614 -6.89858
C 1.00507 6.78506 3.48419
O 1.40701 5.52381 4.02837
C 0.51918 4.46090 3.75883
C 1.24612 3.40862 4.56968
N 1.39266 3.69747 6.00545
C 0.23140 3.16771 6.74908
C 0.47265 3.26378 8.21730
O -0.04376 4.56846 8.67673
C 0.75348 5.14825 9.72901
H -0.05945 6.99719 3.58365
H 1.13281 6.60301 2.41711
H 1.72084 7.59134 3.64448
H 0.50535 4.28690 2.68290
H -0.50312 4.60158 4.10986
H 2.25078 3.46824 4.15111
H 0.93769 2.37284 4.42777
H 1.51474 4.70007 6.00206
H -0.06349 2.17149 6.41941
H -0.63812 3.77151 6.48934
H 1.54751 3.41857 8.31114
H 0.18082 2.47693 8.91286
H 0.17226 5.96264 10.16151
H 1.53257 5.71919 9.22389
H 1.15720 4.36071 10.36533
C 4.62200 -3.31890 0.13519
C 4.67382 -1.78262 -0.01409
C 5.81708 -1.36002 -1.05696
C 5.77876 0.05740 -1.60837
C 4.39984 0.21908 -2.24388
C 3.15307 -0.20325 -1.35254
N 3.39317 -1.43412 -0.68141
O 2.32392 -1.86544 0.07131
C 2.90493 1.02541 -0.37649
C 2.07110 -0.48431 -2.40945
C 4.94602 -1.08736 1.37901
H 3.73119 -3.70344 0.63185
H 5.52259 -3.66637 0.64145
H 4.71152 -3.77711 -0.84976
H 6.67330 -1.63551 -0.44125
H 5.83041 -2.09018 -1.86616
H 6.61751 0.25794 -2.27499
H 6.03474 0.79634 -0.84906
H 4.40368 -0.38817 -3.14905
H 4.26324 1.28491 -2.42673
H 2.50782 1.87934 -0.92530
H 2.18346 0.73691 0.38794
H 3.88576 1.39172 -0.07335
H 2.18758 -1.29932 -3.12379
H 1.09530 -0.89506 -2.15027
H 1.92972 0.40161 -3.02853
H 4.26695 -1.29614 2.20568
H 5.00590 -0.01565 1.18942
H 5.91839 -1.38346 1.77263
H 2.20005 -1.24905 0.79679
```

> The highest LUMO belongs to which entry?

C23H49N3O13V

> Look up the calculated total energy of the second one.

-10589.74133 eV